Entry 1:
{"formula": "C35H38N2O9PdSi", "method": "ωB97M-V/def2-TZVPD", "symbols": ["Pd", "C", "Si", "C", "C", "O", "H", "H", "H", "H", "H", "H", "H", "H", "H", "C", "C", "C", "C", "C", "C", "C", "C", "C", "C", "O", "O", "H", "H", "H", "H", "H", "H", "H", "H", "H", "H", "H", "O", "C", "O", "C", "C", "C", "C", "C", "C", "N", "O", "O", "H", "H", "H", "H", "C", "C", "C", "C", "C", "C", "N", "C", "C", "C", "C", "C", "C", "C", "O", "O", "C", "C", "H", "H", "H", "H", "H", "H", "H", "H", "H", "H", "H", "H", "H", "H"], "coordinates": [[-0.3616, 1.0636, 1.3803], [2.9383, 2.6372, 3.7342], [2.2241, 2.8002, 1.9814], [2.4204, 4.4509, 1.1411], [3.0992, 1.4585, 1.0118], [0.6255, 2.6691, 1.8547], [3.9111, 2.1447, 3.7903], [2.1541, 2.1362, 4.3075], [3.0640, 3.5828, 4.2679], [3.4635, 4.6401, 0.7208], [2.2061, 5.2074, 1.8980], [1.7469, 4.4947, 0.3414], [4.1778, 1.3464, 1.3066], [2.9956, 1.7502, -0.0727], [2.6166, 0.5154, 1.0989], [-4.4961, -5.9095, -1.0944], [-3.5792, -4.7666, -0.8766], [-4.0848, -3.4768, -0.9413], [-3.3046, -2.2932, -0.7486], [-3.8939, -0.9070, -0.9104], [-1.9903, -2.5412, -0.3097], [-1.4361, -3.7974, -0.3341], [-0.0033, -4.0541, -0.0416], [-2.2352, -4.9270, -0.5387], [-1.1344, -1.2793, -0.1539], [-0.0967, -1.2370, -0.8347], [-1.5736, -0.3263, 0.6590], [-3.8391, -6.7318, -1.3207], [-5.1956, -5.7734, -1.9498], [-5.1080, -6.1466, -0.2122], [-5.1619, -3.3166, -1.1026], [-4.9214, -0.9954, -1.2906], [-3.3224, -0.3497, -1.6428], [-3.8639, -0.5222, 0.1201], [0.6222, -4.2881, -0.9199], [0.0553, -4.9473, 0.6750], [0.4704, -3.2232, 0.4964], [-1.9011, -5.9749, -0.3904], [-0.3734, 2.0404, 4.4347], [-0.7367, 0.8977, 4.1668], [-0.6201, 0.1386, 3.1443], [-1.4411, 0.1792, 5.3830], [-2.0909, -1.0691, 5.1868], [-2.4082, -1.8014, 6.3076], [-2.1076, -1.3197, 7.6495], [-1.4020, -0.1533, 7.8158], [-1.0402, 0.5191, 6.6524], [-2.6541, -2.0040, 8.7845], [-3.4893, -2.9353, 8.5573], [-2.2141, -1.6705, 9.8917], [-2.4772, -1.4280, 4.2099], [-2.7636, -2.8550, 6.2359], [-1.1131, 0.1911, 8.7673], [-0.6533, 1.5242, 6.7228], [4.2927, -1.4831, -5.2582], [3.9254, -0.1497, -4.8130], [4.6958, 0.9934, -5.0705], [4.4056, 2.2033, -4.4708], [3.2076, 2.3620, -3.7404], [2.3756, 1.2349, -3.5030], [1.1630, 1.4646, -2.8295], [0.2759, 2.4977, -3.1281], [0.0447, 2.8397, -4.4452], [-0.8514, 3.8219, -4.8320], [-1.7959, 4.3293, -3.9105], [-1.6273, 3.9223, -2.5891], [-0.6543, 2.9895, -2.1736], [-0.7633, 2.5910, -0.7252], [-1.5466, 3.0865, 0.1013], [0.0652, 1.6028, -0.4792], [2.8203, -0.0624, -3.9310], [2.0358, -1.2827, -3.6516], [4.9125, -1.4203, -6.2037], [3.4329, -2.1386, -5.4778], [4.9793, -1.9653, -4.5942], [5.5801, 0.8951, -5.7103], [5.1152, 2.9995, -4.5270], [2.8532, 3.2892, -3.2691], [1.1475, 1.1581, -1.8303], [0.7444, 2.3823, -5.1745], [-0.8974, 4.1096, -5.8978], [-2.6255, 4.9383, -4.2632], [-2.3532, 4.2434, -1.7963], [1.3445, -1.1550, -2.8004], [2.6815, -2.1659, -3.5441], [1.3131, -1.4979, -4.4717]], "forces_ev_per_a": [[0.50, 0.32, 0.82], [-0.20, 0.74, 0.20], [-1.12, -0.28, -0.16], [3.26, 0.43, 0.82], [1.16, 1.00, -1.12], [1.78, 1.29, 1.12], [-0.16, -0.30, -0.05], [0.19, -0.39, -0.02], [-0.02, 0.27, -0.14], [-1.03, -0.03, 0.55], [-0.10, 0.26, -0.21], [-1.18, 0.08, -1.08], [-0.82, 0.11, -0.46], [0.39, -0.35, 0.85], [-0.44, -0.96, 0.24], [-0.53, -0.43, -0.34], [0.08, 1.26, 0.53], [-0.15, 1.95, -0.19], [-0.64, -2.52, 0.34], [-0.29, -1.35, 0.63], [-0.44, 2.46, -1.14], [0.07, -1.43, 0.44], [1.18, -0.93, 1.70], [-0.95, -0.32, -0.31], [0.43, 1.44, 0.92], [-0.54, -0.06, 0.55], [-1.10, -4.54, -2.51], [-0.15, -0.86, -0.09], [0.52, 0.06, 0.51], [0.20, 0.01, -0.14], [0.40, -0.24, -0.27], [0.17, 0.04, 0.22], [0.25, 0.46, 0.31], [-0.06, 0.73, -0.74], [-0.42, 0.18, 0.21], [0.03, 0.96, -1.03], [-0.11, -0.16, -0.35], [0.31, 0.87, -0.24], [0.05, -0.49, -0.62], [-0.83, -0.04, 1.48], [-0.33, 0.01, 2.68], [0.84, -1.90, -1.49], [-0.74, 0.30, 0.33], [0.07, -0.99, 1.72], [-0.58, -0.43, -2.40], [-0.13, -0.48, -1.37], [-0.74, 1.41, 0.50], [-0.30, -1.83, 0.04], [1.77, 2.16, 1.20], [-1.13, -0.78, -0.81], [0.93, 0.41, 0.59], [-0.17, 1.18, 0.00], [0.08, 0.43, 0.97], [0.71, -0.03, 0.08], [1.07, -0.97, -2.91], [-0.87, 1.68, 1.81], [0.24, -0.76, -0.11], [-1.38, 0.10, 0.62], [0.15, -1.14, -0.06], [1.18, 0.50, -0.88], [0.28, -0.58, 1.08], [-0.96, -1.36, 1.32], [1.51, 0.72, -1.46], [-0.97, -0.11, -0.28], [1.19, -0.48, -0.34], [-0.95, -0.18, 0.49], [-0.82, 1.63, -0.22], [1.30, -1.25, 0.28], [0.44, -0.46, -1.34], [-0.64, 2.14, -2.15], [-0.22, 1.76, -0.77], [-1.50, -0.55, 0.33], [-0.72, 0.01, 0.67], [0.50, 0.29, 0.15], [0.15, -0.53, 0.84], [-0.22, 0.05, 0.25], [0.19, 0.58, -0.26], [0.54, -0.25, -0.42], [-0.61, 0.31, -0.76], [-0.64, 0.44, 0.27], [-0.05, -0.23, 0.62], [0.26, 0.13, 0.30], [0.85, -0.32, -0.79], [0.61, -0.17, 0.01], [-0.41, 0.29, 0.31], [0.55, 0.06, 0.09]], "mulliken_spin": [1.5601, 0.0025, 0.0078, 0.0117, 0.0196, 0.1710, 0.0007, -0.0012, -0.0006, 0.0017, 0.0012, -0.0032, -0.0007, -0.0025, -0.0071, 0.0000, -0.0008, 0.0014, 0.0074, 0.0003, 0.0026, -0.0017, 0.0014, 0.0009, 0.0074, 0.0195, 0.0520, 0.0000, 0.0000, 0.0000, 0.0004, 0.0002, -0.0002, -0.0011, -0.0001, 0.0000, -0.0007, 0.0003, 0.0209, 0.0034, 0.0747, -0.0005, 0.0029, 0.0017, 0.0044, -0.0028, 0.0064, 0.0008, 0.0023, 0.0026, 0.0001, 0.0005, -0.0001, 0.0011, 0.0000, -0.0002, 0.0007, -0.0003, 0.0001, 0.0030, -0.0029, -0.0056, 0.0011, -0.0008, 0.0007, 0.0003, 0.0113, -0.0281, 0.0256, 0.0395, 0.0003, -0.0017, 0.0000, 0.0000, 0.0000, 0.0001, 0.0000, 0.0000, -0.0131, 0.0000, -0.0001, 0.0001, 0.0002, 0.0009, 0.0000, 0.0001], "multiplicity": 3, "e_homo_ev": [-0.4, -2.4], "total_charge": -2, "gap_ev": [3.6, 5.5], "s2": 2.0049, "lumo_ev": [3.161, 3.182]}

***

Entry 2:
{"formula": "C35H38N3Ti", "method": "ωB97M-V/def2-TZVPD", "symbols": ["Ti", "C", "C", "C", "C", "N", "C", "C", "C", "C", "C", "C", "N", "C", "C", "C", "C", "C", "N", "H", "H", "H", "H", "H", "H", "H", "H", "H", "H", "H", "C", "C", "C", "C", "C", "C", "C", "C", "C", "C", "H", "H", "H", "H", "H", "H", "H", "H", "H", "H", "H", "H", "H", "H", "H", "C", "C", "C", "C", "C", "C", "C", "C", "C", "C", "H", "H", "H", "H", "H", "H", "H", "H", "H", "H", "H", "H"], "coordinates": [[-0.6002, -0.1298, -0.1845], [-2.6333, -0.4942, 3.7501], [-2.5436, 0.8319, 4.2474], [-1.8034, 1.7511, 3.5672], [-1.1437, 1.3880, 2.3627], [-1.3043, 0.1140, 1.8491], [-1.9960, -0.7806, 2.5671], [-0.2752, 2.2320, 1.6384], [0.0415, 3.5774, 1.9739], [1.0013, 4.2325, 1.2182], [1.6500, 3.6058, 0.1701], [1.2833, 2.2775, -0.1551], [0.3012, 1.6458, 0.5510], [1.8365, 1.4771, -1.1795], [2.9210, 1.8495, -2.0073], [3.4475, 0.9521, -2.8916], [2.8979, -0.3490, -2.9629], [1.8274, -0.6395, -2.1525], [1.2606, 0.2214, -1.2968], [-3.1766, -1.2681, 4.2735], [-3.0433, 1.1079, 5.1684], [-1.7040, 2.7595, 3.9459], [-2.0247, -1.7727, 2.1315], [-0.4320, 4.0687, 2.8107], [1.2588, 5.2576, 1.4636], [2.4088, 4.1154, -0.4067], [3.3429, 2.8421, -1.9186], [4.2863, 1.2339, -3.5174], [3.2984, -1.1080, -3.6202], [1.3648, -1.6185, -2.1782], [-2.1305, -0.7587, -1.9672], [-1.4889, 0.4172, -2.4356], [-1.8870, 1.4977, -1.6108], [-2.7663, 0.9971, -0.6276], [-2.9118, -0.4018, -0.8391], [-3.8707, -1.3055, -0.1245], [-3.5254, 1.8138, 0.3724], [-1.4658, 2.9254, -1.7790], [-0.6434, 0.5303, -3.6654], [-2.0963, -2.1082, -2.6150], [-3.4745, -2.3196, -0.0336], [-4.8230, -1.3732, -0.6624], [-4.0874, -0.9467, 0.8820], [-2.9738, 2.7108, 0.6579], [-3.7243, 1.2525, 1.2871], [-4.4897, 2.1308, -0.0392], [-2.1678, 3.4746, -2.4153], [-0.4781, 2.9937, -2.2369], [-1.4088, 3.4434, -0.8196], [0.1661, 1.2503, -3.5357], [-1.2448, 0.8517, -4.5225], [-0.1826, -0.4221, -3.9252], [-2.1528, -2.9096, -1.8776], [-1.1721, -2.2535, -3.1759], [-2.9348, -2.2392, -3.3086], [0.5899, -3.4268, 1.9606], [1.0294, -2.8097, 0.6130], [1.3131, -3.9772, -0.3391], [-0.0946, -1.9270, 0.0931], [2.2689, -1.9535, 0.8702], [2.1275, -0.8153, 1.6716], [3.1860, 0.0457, 1.8913], [4.4314, -0.2219, 1.3271], [4.5933, -1.3567, 0.5551], [3.5190, -2.2169, 0.3305], [-0.3005, -4.0441, 1.8125], [0.3421, -2.6463, 2.6806], [1.3839, -4.0509, 2.3850], [0.3814, -4.5226, -0.5052], [2.0455, -4.6710, 0.0870], [1.6766, -3.6475, -1.3130], [-0.9666, -2.5536, -0.1717], [1.1546, -0.5832, 2.0903], [3.0314, 0.9406, 2.4828], [5.2588, 0.4603, 1.4809], [5.5537, -1.5716, 0.1007], [3.6614, -3.0828, -0.3036]], "forces_ev_per_a": [[0.23, 0.24, -0.25], [0.01, -0.06, -0.04], [-0.02, 0.01, 0.03], [0.03, 0.01, -0.02], [-0.14, 0.00, 0.29], [0.08, 0.12, 0.00], [0.01, 0.03, -0.04], [0.15, 0.37, -0.03], [0.00, -0.17, -0.02], [0.03, 0.07, 0.01], [0.07, -0.01, -0.08], [-0.17, 0.00, 0.13], [-0.06, -0.03, 0.00], [-0.09, -0.08, 0.06], [0.07, -0.03, -0.08], [0.05, 0.11, 0.00], [-0.06, -0.05, 0.06], [-0.01, -0.05, -0.05], [0.11, 0.00, -0.04], [0.00, 0.01, 0.01], [0.00, 0.00, 0.00], [0.00, 0.01, -0.01], [-0.03, -0.01, 0.03], [-0.02, -0.01, 0.01], [0.00, 0.00, 0.00], [-0.01, 0.03, 0.04], [-0.02, 0.00, 0.02], [0.00, -0.01, 0.00], [0.01, 0.01, -0.01], [-0.04, 0.00, 0.02], [0.10, 0.02, 0.04], [-0.01, -0.10, 0.05], [-0.02, -0.07, 0.04], [0.01, -0.02, -0.02], [-0.01, -0.10, -0.03], [0.03, -0.01, 0.00], [0.03, -0.02, 0.04], [0.00, 0.01, 0.03], [-0.01, 0.02, -0.01], [0.00, 0.02, -0.04], [0.00, 0.00, 0.00], [0.00, 0.00, 0.00], [0.00, 0.00, 0.00], [-0.01, 0.00, -0.01], [0.00, 0.00, -0.01], [0.00, 0.00, 0.00], [-0.01, 0.00, 0.00], [0.00, 0.01, -0.01], [0.00, 0.00, 0.00], [0.00, 0.01, -0.01], [-0.01, 0.01, 0.00], [-0.01, 0.00, -0.01], [-0.02, 0.00, 0.00], [0.00, -0.01, 0.00], [0.00, 0.01, 0.00], [0.02, 0.02, 0.00], [-0.04, 0.13, 0.22], [-0.05, -0.02, 0.00], [-0.33, -0.37, -0.26], [-0.12, 0.06, 0.10], [0.05, -0.02, -0.01], [0.05, -0.03, -0.03], [-0.05, 0.06, 0.05], [-0.02, -0.06, -0.04], [0.02, 0.02, -0.04], [0.00, -0.01, -0.01], [0.01, -0.01, 0.00], [-0.01, -0.01, 0.00], [0.02, -0.03, 0.01], [0.01, -0.02, -0.03], [0.02, 0.06, 0.00], [0.07, -0.06, -0.05], [0.03, -0.01, 0.01], [0.01, 0.01, -0.01], [0.00, 0.00, 0.00], [0.00, 0.00, 0.00], [0.03, 0.01, 0.00]], "mulliken_spin": [0.0330, 0.1624, 0.0437, 0.0630, 0.1448, 0.1353, -0.0553, -0.0463, 0.3510, -0.0766, 0.3471, -0.0008, 0.2040, 0.1356, 0.0548, 0.0459, 0.1685, -0.0722, 0.1620, 0.0178, 0.0089, 0.0280, 0.0223, 0.0394, -0.0022, 0.0272, 0.0212, 0.0077, 0.0109, 0.0012, -0.0145, 0.0052, 0.0189, -0.0141, 0.0336, 0.0050, 0.0109, -0.0002, -0.0054, -0.0034, -0.0024, 0.0005, -0.0004, 0.0064, -0.0088, 0.0008, -0.0030, 0.0054, 0.0064, 0.0036, -0.0003, -0.0015, 0.0010, 0.0017, -0.0003, -0.0025, -0.0036, -0.0038, -0.0807, 0.0005, 0.0372, -0.0029, 0.0133, -0.0040, 0.0141, -0.0010, 0.0039, 0.0003, 0.0003, 0.0002, 0.0007, 0.0131, -0.0204, -0.0025, 0.0008, -0.0004, 0.0093], "multiplicity": 3, "e_homo_ev": [-1.8, -3.6], "total_charge": -1, "gap_ev": [4.6, 6.4], "s2": 2.0372, "lumo_ev": [2.746, 2.738]}

***

Taking the records one at a time from the top gives relative energy (zero: lowest compared OMol25 entry of this formula, charge and spin) values of 2.12, 0.00 kcal per mole.
Taking the records one at a time from the top gives largest force on an atom values of 5.30, 0.56 eV/Å.